# 1
Density functional theory data (ωB97M-V/def2-TZVPD) for a cluster of 11 separate species, C23H52Cl12N4O5 in total.

Geometry as ORCA input:
```
! RIJCOSX wB97M-V def2-TZVPD def2/J DEFGRID3
* xyz 0 1
Cl -1.14 -0.96 4.34
C -0.18 -2.40 3.88
C 1.25 -2.30 4.36
Cl 2.20 -1.02 3.61
H -0.17 -2.36 2.79
H -0.77 -3.24 4.22
H 1.73 -3.28 4.29
H 1.27 -2.11 5.44
Cl -1.29 -3.88 0.79
C 0.26 -4.62 0.35
C 0.37 -5.05 -1.11
Cl 1.99 -5.18 -1.76
H 0.35 -5.54 0.93
H 1.00 -3.90 0.67
H -0.04 -4.23 -1.69
H -0.10 -6.02 -1.30
Cl 5.40 -5.86 1.23
C 5.78 -4.47 2.36
C 5.46 -3.20 1.60
Cl 3.77 -3.15 1.06
H 6.79 -4.59 2.73
H 5.06 -4.64 3.15
H 6.11 -2.99 0.76
H 5.58 -2.34 2.26
Cl -3.02 -3.42 -2.19
C -3.65 -1.76 -2.01
C -5.17 -1.73 -1.95
Cl -5.96 -2.27 -3.49
H -3.31 -1.13 -2.83
H -3.22 -1.44 -1.07
H -5.49 -0.73 -1.69
H -5.55 -2.41 -1.19
Cl 5.08 0.38 2.26
C 4.64 2.13 2.41
C 3.38 2.46 1.65
Cl 3.50 2.12 -0.07
H 5.56 2.60 2.07
H 4.56 2.39 3.47
H 2.97 3.45 1.81
H 2.60 1.74 1.92
Cl -4.75 1.66 -2.98
C -3.09 2.18 -3.10
C -2.87 3.04 -4.35
Cl -3.92 4.49 -4.37
H -2.42 1.33 -3.15
H -2.83 2.84 -2.28
H -2.99 2.46 -5.26
H -1.81 3.29 -4.37
C 2.01 -1.16 -4.14
C 0.66 -0.48 -4.29
C -0.41 -1.50 -4.71
O 0.31 0.07 -3.03
H 2.28 -1.68 -5.07
H 1.91 -1.91 -3.36
H 2.82 -0.47 -3.87
H 0.71 0.25 -5.10
H -1.32 -0.96 -4.97
H -0.65 -2.23 -3.94
H -0.01 -2.03 -5.58
H 0.70 0.96 -3.03
O 0.04 0.66 1.51
C 0.15 0.02 0.42
N -0.76 0.05 -0.54
C 1.41 -0.73 0.11
H -1.64 0.54 -0.38
H -0.54 -0.15 -1.51
H 1.70 -1.34 0.96
H 2.18 0.03 -0.05
H 1.41 -1.35 -0.78
O -3.25 1.60 -0.03
C -3.60 1.19 1.08
N -2.67 0.87 1.98
C -5.04 1.21 1.56
H -2.85 0.84 2.97
H -1.66 0.76 1.70
H -5.52 2.16 1.35
H -5.10 1.00 2.63
H -5.65 0.51 0.99
O 1.00 3.65 5.43
C 0.46 3.20 4.43
N 0.91 2.06 3.86
C -0.74 3.90 3.80
H 0.47 1.59 3.08
H 1.73 1.63 4.25
H -0.37 4.88 3.47
H -1.52 4.07 4.54
H -1.21 3.37 2.98
O 0.36 2.97 -2.62
C -0.06 3.73 -1.76
N -0.14 3.38 -0.46
C -0.28 5.22 -2.00
H 0.01 2.43 -0.17
H -0.21 4.10 0.24
H -0.78 5.70 -1.17
H -0.92 5.34 -2.87
H 0.70 5.68 -2.12
*
```

Its molecular weight is 890.13 g/mol.

# 2
Density functional theory data (ωB97M-V/def2-TZVPD) for a structure of composition C23H53AlNO4P3.

Geometry as ORCA input:
```
! RIJCOSX wB97M-V def2-TZVPD def2/J DEFGRID3
* xyz 2 1
Al -0.71 -0.12 -1.92
P -0.35 -2.49 -1.63
P -0.37 2.26 -1.42
N 1.30 -0.07 -2.51
C 1.31 -2.56 -2.40
H 1.84 -3.39 -1.95
H 1.17 -2.82 -3.45
C 2.15 -1.30 -2.20
H 2.67 -1.25 -1.21
H 2.90 -1.24 -3.02
C 2.13 1.19 -2.23
H 2.76 1.18 -3.15
H 2.80 1.10 -1.34
C 1.25 2.44 -2.25
H 1.05 2.80 -3.28
H 1.79 3.24 -1.74
C -0.23 3.13 0.19
C -1.42 2.81 1.11
H -1.12 2.99 2.15
H -1.76 1.76 1.03
H -2.29 3.46 0.89
C -1.59 3.17 -2.47
C -2.97 3.28 -1.81
H -3.71 3.55 -2.57
H -2.99 4.07 -1.04
H -3.31 2.34 -1.35
C -1.52 -3.27 -2.84
C -2.93 -3.48 -2.27
H -3.63 -3.60 -3.11
H -3.28 -2.62 -1.68
H -2.99 -4.39 -1.66
C -0.25 -3.56 -0.14
C -1.55 -3.55 0.68
H -1.33 -3.84 1.72
H -2.30 -4.26 0.30
H -2.02 -2.55 0.71
C -2.27 -0.24 -0.41
C -1.10 4.52 -2.98
H -1.05 5.27 -2.19
H -0.13 4.47 -3.47
H -1.82 4.89 -3.73
C -0.99 -4.56 -3.48
H -1.69 -4.86 -4.27
H -0.01 -4.43 -3.95
H -0.93 -5.38 -2.76
C 0.21 -4.99 -0.41
H 0.55 -5.44 0.54
H -0.61 -5.63 -0.78
H 1.05 -5.05 -1.11
C 0.03 4.64 0.10
H -0.88 5.20 -0.14
H 0.38 4.99 1.08
H 0.81 4.89 -0.63
H 0.66 2.66 0.64
H 0.52 -3.05 0.47
H -1.70 2.50 -3.34
H -1.59 -2.51 -3.63
O -3.25 -0.31 0.22
H 1.51 -0.04 -3.48
H -1.95 -0.17 -2.91
C 3.98 1.60 2.75
C 3.48 1.11 1.42
O 2.37 0.14 1.52
P 0.89 0.62 2.07
O 1.21 0.84 3.64
C 0.39 1.69 4.49
C 0.68 1.28 5.91
O -0.03 -0.72 2.10
C -0.65 -1.36 3.29
C 0.29 -2.35 3.89
H 3.29 2.33 3.19
H 4.92 2.12 2.59
H 4.16 0.79 3.44
H 3.16 1.96 0.80
H 4.28 0.58 0.88
H 0.65 2.73 4.32
H -0.68 1.55 4.27
H 1.75 1.39 6.15
H 0.11 1.93 6.59
H 0.38 0.25 6.11
H -1.55 -1.84 2.91
H -0.94 -0.59 4.01
H -0.22 -2.92 4.67
H 1.16 -1.86 4.34
H 0.65 -3.07 3.14
*
```

The calculation puts the energy above the lowest of the compared OMol25 structures with the same formula, charge and spin at 6.9 kcal per mole. Its molecular weight is 527.58 g/mol.

Number 1: HOMO -9.546 eV, DFT total energy -7025.2222 hartree, HOMO-LUMO gap 9.866 eV. Number 2: HOMO -13.577 eV, DFT total energy -2529.9182 hartree, HOMO-LUMO gap 7.672 eV.